No. 1
{"formula": "C18H20N2O2S2", "method": "ωB97M-V/def2-TZVPD", "de_lowest_kcal_mol": 113.0, "energy_ev": -47733.40767, "orbital_gap_ev": 7.6, "smiles": "CC(C)Sc1nc2ccc(-n3c(O)c4c(c3O)CCCC4)cc2s1", "symbols": ["N", "O", "O", "S", "S", "C", "C", "C", "C", "C", "C", "C", "C", "C", "C", "C", "N", "C", "C", "C", "C", "C", "C", "C", "H", "H", "H", "H", "H", "H", "H", "H", "H", "H", "H", "H", "H", "H", "H", "H", "H", "H", "H", "H"], "positions_angstrom": [[1.5687, -2.5842, -1.5102], [2.1366, 1.4238, 3.9147], [-1.8536, 1.2548, 1.1772], [2.6215, -0.2832, -2.0567], [2.8718, -2.8989, -3.6106], [2.1655, -1.8906, -2.4033], [0.9467, 1.7610, 3.3089], [-0.9151, 1.6947, 2.1134], [0.0389, 2.5147, 4.0322], [-1.1884, 2.4843, 3.1471], [0.6784, -2.0279, 0.7560], [0.3011, -1.1035, 1.5648], [1.5593, 0.5105, 0.2905], [1.2743, -1.7539, -0.4329], [1.7889, -0.5052, -0.5792], [0.7677, 0.2371, 1.3498], [0.3553, 1.2886, 2.1056], [1.7824, -2.9412, -5.9363], [3.4726, -1.0519, -5.7128], [0.0654, 3.1000, 5.4666], [-2.4598, 3.1301, 3.3942], [-1.4118, 3.5001, 5.7768], [-2.3197, 4.0234, 4.6178], [2.2906, -1.8077, -5.0002], [1.9867, 1.5104, 4.8237], [-1.3383, 0.8577, 0.4215], [0.4176, -3.0696, 0.8822], [-0.4205, -1.1787, 2.3726], [1.9213, 1.5184, 0.0334], [1.6063, -2.5565, -6.9249], [2.4620, -3.7682, -5.9915], [0.8038, -3.3261, -5.6349], [3.9279, -0.3375, -5.0377], [4.2175, -1.7293, -5.9903], [3.1674, -0.4194, -6.5484], [0.6745, 3.9645, 5.3869], [0.4329, 2.5454, 6.2593], [-2.8126, 3.7728, 2.5888], [-3.3324, 2.3962, 3.5651], [-1.9758, 2.6939, 6.2627], [-1.3817, 4.2425, 6.5744], [-3.3469, 4.2636, 4.9233], [-1.8638, 4.8798, 4.2728], [1.6005, -1.0511, -4.7285]], "atomic_forces_ev_per_a": [[-1.28, 0.17, 1.63], [0.79, -1.02, -3.75], [1.93, -0.13, -0.64], [0.06, 0.30, -0.40], [-0.19, 1.69, -1.02], [1.33, -2.22, -0.08], [-1.37, 1.36, 2.42], [-2.54, 0.18, -0.98], [-1.42, -1.28, -2.03], [1.51, 0.03, 1.57], [-0.65, -5.42, -1.95], [-1.07, 5.25, 3.33], [0.38, 1.59, -0.22], [1.83, -0.13, -1.32], [0.67, 1.27, -1.02], [0.36, -1.95, -0.78], [2.09, 0.70, 3.05], [-1.46, 1.41, -0.07], [-1.50, 0.79, 1.31], [-2.47, 0.93, -3.71], [-2.20, -0.49, 1.24], [-0.90, -0.11, 0.54], [-0.27, -1.41, 0.90], [2.55, -1.98, -2.30], [-0.34, 0.14, 2.05], [-0.88, 0.54, 0.95], [-0.36, -0.11, 0.27], [0.35, -0.59, 0.15], [-0.28, -0.45, 0.56], [0.15, 0.20, -0.70], [0.53, -0.30, 0.00], [0.22, -0.05, 0.35], [0.18, 0.06, 0.46], [1.16, -1.08, -0.68], [-0.35, -0.45, -0.22], [0.53, 1.17, 0.26], [0.82, -1.72, 1.27], [0.13, -0.10, -0.33], [1.32, 0.70, -0.24], [0.44, -0.40, -0.21], [-0.04, 0.34, -0.10], [0.48, 0.14, 0.54], [0.89, 2.34, -0.71], [-1.11, 0.09, 0.63]]}

***

No. 2
{"formula": "C18H20N2O3", "method": "ωB97M-V/def2-TZVPD", "de_lowest_kcal_mol": 157.8, "energy_ev": -28108.24787, "orbital_gap_ev": 8.0, "smiles": "O=[N+]([O-])c1cccc(O[C@H](c2ccccc2)N2CCCCC2)c1", "symbols": ["C", "C", "C", "N", "C", "C", "C", "C", "C", "C", "C", "C", "C", "H", "H", "H", "H", "H", "H", "H", "H", "H", "H", "H", "H", "H", "H", "H", "H", "O", "N", "O", "C", "C", "C", "C", "C", "O", "C", "H", "H", "H", "H"], "positions_angstrom": [[-3.8172, -2.7597, 0.6685], [-3.7906, -1.4597, -0.1621], [-2.7083, -0.4230, 0.2297], [-1.3488, -1.0296, 0.2390], [-0.1959, -0.1672, 0.4396], [1.1085, -0.9550, 0.3683], [1.1755, -2.2404, -0.2481], [2.3102, -3.0496, -0.0324], [3.4711, -2.4978, 0.5165], [3.5021, -1.1280, 0.8017], [2.3306, -0.3661, 0.7383], [-1.3807, -2.1489, 1.2208], [-2.4069, -3.2631, 0.8929], [-4.3547, -2.6215, 1.6145], [-4.3799, -3.5083, 0.0957], [-3.5634, -1.7698, -1.1948], [-4.8011, -1.0069, -0.1875], [-2.7542, 0.3952, -0.4969], [-2.9646, 0.0210, 1.2091], [-0.3366, 0.6519, 1.2775], [0.3471, -2.6952, -0.8158], [2.2837, -4.1200, -0.2644], [4.3690, -3.0979, 0.6608], [4.4276, -0.6414, 1.1227], [2.3698, 0.7014, 0.9955], [-0.4089, -2.6559, 1.2516], [-1.5820, -1.7729, 2.2519], [-2.3919, -4.0058, 1.7109], [-2.0856, -3.7775, -0.0309], [-0.2003, 5.6448, 1.0114], [0.6766, 5.5885, 0.1235], [1.2160, 6.6473, -0.3038], [1.1253, 4.3329, -0.5105], [1.9783, 4.4993, -1.6158], [2.3421, 3.3746, -2.3721], [1.8099, 2.1362, -2.0138], [0.8302, 1.9685, -0.9684], [0.1994, 0.7928, -0.9379], [0.5386, 3.0844, -0.1564], [2.2675, 5.5168, -1.8970], [2.9989, 3.5085, -3.2459], [2.0358, 1.2506, -2.5945], [-0.2420, 3.0470, 0.6089]], "atomic_forces_ev_per_a": [[-0.30, 0.55, -0.12], [0.18, -0.30, -0.47], [-0.08, 0.20, 0.00], [-0.11, 0.55, 0.11], [0.54, 1.33, -0.61], [0.31, -0.36, -0.58], [0.27, -0.31, 0.81], [-0.09, 0.56, -0.09], [-0.09, 0.45, -0.13], [-0.16, -0.01, 0.04], [-0.24, -0.19, 0.46], [0.18, -0.64, 0.52], [0.44, 0.10, -0.28], [0.18, 0.12, -0.05], [0.00, 0.12, 0.23], [-0.07, 0.21, 0.15], [0.62, 0.01, 0.10], [0.25, -0.17, 0.06], [0.22, -0.14, 0.01], [0.58, -1.58, -1.56], [0.21, 0.54, 0.65], [-0.01, 0.52, -0.24], [-0.28, 0.07, -0.02], [-0.31, -0.24, -0.12], [-0.11, -0.54, 0.08], [-0.38, 0.43, 0.15], [0.02, 0.03, -0.47], [0.16, 0.30, -0.33], [0.08, 0.17, 0.34], [1.66, -1.20, -1.73], [-0.27, 3.12, 0.73], [-1.04, -2.32, 0.90], [-0.27, -0.84, -0.69], [-0.32, -0.01, 0.30], [-0.45, 0.06, 0.67], [-0.59, -0.05, 0.31], [0.82, 1.11, -0.05], [-1.65, -1.51, 0.88], [0.04, 0.68, -0.55], [0.02, -0.61, 0.20], [-0.38, -0.28, 0.57], [0.01, 0.00, 0.00], [0.41, 0.05, -0.20]]}